Record 1
ORCA calculation (ωB97M-V with the def2-TZVPD basis set) on C15H26BaF6NO3P2 as an isolated structure.

```
54
Properties=species:S:1:pos:R:3:lowdin_charge:R:1
Ba 0.4561 0.7091 0.3583 1.650
P -2.2345 0.3759 -0.8976 0.691
P 2.4203 -1.4839 0.1369 0.669
F 1.9579 -0.0738 3.8969 0.131
F 0.4061 -1.2690 2.9055 0.046
F -0.6485 1.8141 5.7413 0.148
F 1.1361 2.5523 4.6971 0.141
F -0.8755 3.2077 4.0618 0.114
F 0.2722 -0.8518 5.0567 0.152
O 2.5753 3.2523 -2.9725 -0.082
O -1.0173 5.2780 -0.8791 -0.077
O 0.3673 1.6844 2.4192 -0.555
N 0.0367 -1.5424 -1.8505 0.040
C -0.0635 -3.0887 -4.1567 -0.019
C 3.9958 -0.6678 0.6499 -0.263
C -3.7284 0.5705 0.1665 -0.271
C -0.2287 0.9963 3.4655 -0.493
C -2.3757 1.7723 -2.0913 -0.261
C 0.6124 -0.2864 3.8661 -0.476
C 2.4373 -3.0909 1.0064 -0.255
C -0.1494 2.1285 4.5267 -0.509
C -1.1437 -1.7290 -2.4585 -0.297
C -2.4668 -1.0876 -1.9046 -0.307
C -1.6743 0.5113 3.2816 -0.002
C 1.1677 -2.0801 -2.3267 -0.299
C 2.5519 -1.8430 -1.6101 -0.312
C 1.1427 -2.8588 -3.4907 -0.016
C -1.2160 -2.5114 -3.6178 -0.019
H -3.7562 -0.2656 0.8726 0.038
H 2.4939 3.6985 -3.8406 0.055
H -3.1777 -0.9348 -2.7298 0.100
H 3.9391 -0.3822 1.7102 0.045
H 1.5315 -3.6109 0.7009 0.044
H -2.0578 0.1286 4.2381 0.111
H 1.8557 3.6453 -2.4353 0.034
H -2.2045 2.7360 -1.6083 0.022
H -2.1825 -2.6508 -4.0725 0.113
H -0.1015 -3.6910 -5.0614 0.121
H 4.0954 0.2859 0.1144 0.040
H 3.0176 -0.9786 -2.1069 0.100
H -2.3111 1.3366 2.9428 0.092
H 2.0771 -3.2601 -3.8512 0.115
H -4.7123 0.6386 -0.3040 0.055
H -1.4390 6.0905 -0.5321 0.060
H -3.6144 1.4581 0.8010 0.039
H 2.3187 -2.9269 2.0786 0.039
H -1.5580 1.6777 -2.8054 0.043
H -1.7787 -0.3121 2.5500 0.076
H -1.3468 4.5694 -0.2927 0.025
H -3.3014 1.8602 -2.6556 0.058
H -2.9398 -1.8424 -1.2625 0.099
H 3.2158 -2.6944 -1.8008 0.098
H 3.2886 -3.7493 0.8529 0.055
H 4.9347 -1.2146 0.5175 0.056
```

## Properties
LUMO energy in eV: -2.8
Total charge: +1
E_tot in Ha: -2174.916986
Frontier orbital gap in eV: 9.26
Spin multiplicity: 1
Max |F| in eV/Å: 1.994
HOMO energy in hartree: -0.44342



Record 2
ORCA calculation (ωB97M-V with the def2-TZVPD basis set) on C15H26BrN3O3SSe2Ti as an isolated structure.

```
52
Properties=species:S:1:pos:R:3:lowdin_spin:R:1
Br 1.9084 -0.2680 -3.4473 0.001
Se -0.6831 0.8180 1.2848 -0.023
Se 2.4464 -1.0601 0.2984 -0.028
Ti 0.5929 0.2011 -0.6970 0.987
S -1.1338 -1.3458 -1.5555 0.008
O -1.1886 2.9157 -6.1216 0.003
O 1.7632 1.9914 -0.3036 0.011
O 2.7755 1.3082 4.4025 0.000
N -2.7358 -2.0029 0.4827 0.000
N -0.7604 -3.1799 0.3610 0.001
N 0.0454 1.4423 -2.4942 0.002
C -0.8212 2.4647 -4.9206 0.005
C 2.1717 1.4137 2.0349 0.000
C 0.5641 1.0391 -3.6535 0.005
C 0.1822 -3.8998 -0.4897 0.000
C 0.7035 1.7791 2.2922 0.010
C -3.5739 -0.8486 0.1702 0.000
C -1.5747 -2.2331 -0.1256 0.007
C 2.7053 2.1058 0.7896 0.002
C -0.9233 2.3709 -2.5421 0.005
C 2.9965 2.0135 3.1967 0.001
C -3.3672 -2.9902 1.3540 0.000
C 2.4310 -0.1073 2.0324 0.003
C -1.3812 2.9087 -3.7214 0.000
C 0.1867 1.4996 -4.8887 -0.001
C -0.5078 -3.3114 1.7941 0.000
H -1.8908 3.5745 -6.0544 0.000
H 1.7049 -0.6029 2.6716 0.000
H 0.5516 2.8459 2.1209 0.000
H 0.2583 -4.9186 -0.1089 0.000
H -4.2900 -1.0995 -0.6147 0.000
H 2.3153 1.8699 5.0300 0.000
H 4.0609 1.9362 2.9521 0.000
H 0.4752 1.5665 3.3352 0.000
H -2.9652 -0.0131 -0.1543 0.000
H -4.4292 -3.0143 1.1140 0.000
H -0.8731 -4.2583 2.1946 0.000
H -0.1836 -3.9343 -1.5109 0.000
H -2.1625 3.6566 -3.7118 0.000
H 1.1675 -3.4355 -0.4548 0.000
H -0.9541 -2.4782 2.3303 0.000
H 0.6393 1.1407 -5.8004 0.000
H 2.8462 3.1724 0.9817 0.000
H 3.6535 1.6575 0.4848 0.000
H -4.1110 -0.5658 1.0737 0.000
H -2.9441 -3.9725 1.1659 0.000
H -1.3310 2.6733 -1.5854 0.000
H 2.1453 2.3993 -1.0898 0.002
H 0.5731 -3.2615 1.9394 0.000
H 3.4205 -0.3014 2.4436 0.000
H 2.7555 3.0753 3.3067 0.000
H -3.2544 -2.7367 2.4083 0.000
```

## Properties
LUMO energy (spin up / spin down) in eV: -2.6 / -2.6
Expectation value of S²: 0.758
Total charge: +1
E_tot in Ha: -9601.575802
Frontier orbital gap (spin up / spin down) in eV: 7.99 / 7.97
Spin multiplicity: 2
Max |F| in eV/Å: 0.220
HOMO energy (spin up / spin down) in hartree: -0.38731 / -0.38972
ΔE to the lowest compared entry with this formula, charge and spin in kcal per mole: 0.0



Record 3
ORCA calculation (ωB97M-V with the def2-TZVPD basis set) on C15H26CeN as an isolated structure.

```
43
Properties=species:S:1:pos:R:3:lowdin_spin:R:1
Ce 0.2271 -0.3612 -0.3867 0.268
N 1.6946 -2.0173 -1.2145 -0.001
C 1.4285 1.1311 1.2133 -0.002
C 2.3666 -2.9625 -1.4115 0.001
C 0.0554 2.1605 -0.3471 0.000
C 2.6497 0.7060 1.9609 -0.001
C -0.4321 2.7268 -1.6504 0.000
C 1.4109 1.8366 -0.0417 0.012
C -2.2649 1.7806 0.8346 0.000
C 0.0806 1.0204 1.6747 0.009
C -0.3463 0.4943 3.0071 0.004
C -1.6873 -1.6358 0.0398 0.523
C -0.7711 1.6680 0.7231 0.000
C 2.6029 2.0746 -0.9218 -0.001
C 3.1944 -4.0235 -1.8861 0.000
C -4.0106 -1.5369 -0.7678 0.046
C -2.5409 -1.2387 -1.1319 0.060
H -0.3167 3.8135 -1.6900 0.000
H -4.2772 -0.9967 0.1468 0.000
H 2.4219 -0.0459 2.7150 0.000
H -2.7081 0.9135 1.3232 0.000
H -1.2587 -2.6521 -0.0009 0.023
H -2.2614 -1.7836 -2.0496 -0.001
H 3.4051 0.2806 1.2940 0.000
H 3.3806 1.3247 -0.7755 0.000
H 2.5475 -4.8307 -2.2663 0.000
H 3.0668 3.0513 -0.7436 -0.001
H -2.5861 2.6588 1.4104 0.000
H -1.4834 2.5078 -1.8286 0.000
H -4.0885 -2.6057 -0.5515 0.000
H -2.0168 -1.2985 1.0281 0.028
H -2.7362 1.8635 -0.1471 0.000
H -0.4325 1.2560 3.7948 0.001
H 3.7952 -4.3776 -1.0381 0.000
H 3.1425 1.5386 2.4823 -0.001
H 2.3370 2.0444 -1.9811 0.000
H 0.5941 -1.5020 1.0273 0.009
H 3.8450 -3.6324 -2.6903 0.000
H -2.4457 -0.1675 -1.4015 0.010
H 0.3474 -0.2564 3.3713 0.000
H 0.1120 2.3295 -2.5089 0.000
H -1.3237 0.0189 2.9479 0.000
H -4.7176 -1.2751 -1.5620 0.009
```

## Properties
LUMO energy (spin up / spin down) in eV: -8.0 / -9.4
Expectation value of S²: 0.764
Total charge: +2
E_tot in Ha: -1116.318971
Frontier orbital gap (spin up / spin down) in eV: 7.61 / 6.21
Spin multiplicity: 2
Max |F| in eV/Å: 4.016
HOMO energy (spin up / spin down) in hartree: -0.57265 / -0.57217
ΔE to the lowest compared entry with this formula, charge and spin in kcal per mole: 89.8



Record 4
ORCA calculation (ωB97M-V with the def2-TZVPD basis set) on a 2-piece molecular cluster, C15H26F10NO4PS overall.

```
58
Properties=species:S:1:pos:R:3:lowdin_charge:R:1
S 1.7981 -4.6898 1.6242 0.661
P 0.2018 -5.5944 2.7621 1.007
F -0.3453 -3.2467 -0.6419 0.049
F 3.3108 -6.1794 -0.0578 0.007
F -2.0162 -4.6943 -2.7194 0.035
F 0.2867 -3.4083 -2.9342 0.030
F -1.5866 -5.6129 -0.5603 0.016
F 2.5921 -3.4973 -1.3192 0.035
F 1.0196 -6.8062 0.1214 -0.024
F 2.2973 -5.5575 -2.4708 0.035
F 0.9647 -6.2638 4.2310 -0.363
F -0.4461 -6.5973 -2.5153 0.068
O 1.7172 -3.1515 1.5136 -0.374
O 3.1155 -4.9929 2.4398 -0.375
O -2.6451 -1.5784 0.3257 -0.245
O -2.0561 -4.0910 2.3990 -0.262
N 0.8410 5.2623 -0.3515 -0.191
C -1.5276 0.6484 0.0099 -0.097
C -1.0310 -4.2960 3.4352 -0.371
C 1.9081 -5.6196 0.0096 -0.276
C 0.4621 4.2974 -1.3884 -0.269
C -0.9304 -5.3453 -1.8947 -0.123
C -0.0139 6.4544 -0.3329 -0.254
C -2.7794 -0.1550 0.7489 -0.255
C 2.2727 5.5235 -0.2000 -0.252
C -2.5822 -2.7222 2.5630 -0.160
C 0.0258 7.3702 -1.5511 -0.095
C 1.1505 2.9406 -1.2599 -0.096
C 3.0263 6.0507 -1.4162 -0.091
C 1.7168 -4.7296 -1.3471 -0.101
C 0.2021 -4.1932 -1.6452 -0.095
C -3.4915 -2.3975 1.2135 -0.144
H -1.0513 6.1240 -0.1916 0.107
H -3.2759 -2.6603 3.5067 0.140
H 2.8671 7.1228 -1.5548 0.055
H 2.7604 4.5959 0.1247 0.102
H 2.2315 3.0138 -1.4135 0.066
H 0.7617 2.2546 -2.0203 0.074
H -2.7123 -0.0082 1.9160 0.122
H 2.7505 5.5356 -2.3395 0.069
H -0.8206 8.0672 -1.5129 0.072
H 0.9313 7.9779 -1.5743 0.054
H 0.9657 2.4927 -0.2784 0.067
H -1.8011 0.6792 -1.1454 0.094
H 0.2110 7.0486 0.5622 0.112
H -0.5609 -0.0052 0.1802 0.092
H 0.6443 4.6904 -2.3929 0.095
H -3.8120 -3.3599 0.6237 0.148
H -0.0532 6.8200 -2.4922 0.067
H -1.7092 -1.9416 2.6066 0.136
H -1.5800 -4.8072 4.3590 0.135
H -0.6174 4.1091 -1.3161 0.113
H -1.4049 1.7488 0.3981 0.079
H -3.8303 0.2982 0.4202 0.134
H -0.4985 -3.3145 3.8030 0.123
H -4.3894 -1.7296 1.5765 0.127
H 2.4326 6.2133 0.6382 0.115
H 4.1030 5.9070 -1.2743 0.073
```

## Properties
LUMO energy in eV: -1.7
E_tot in Ha: -2680.653852
Frontier orbital gap in eV: 6.43
Spin multiplicity: 1
SMILES: CCOCCOCP(F)S(=O)(=O)C(F)(F)C(F)(F)C(F)(F)C(F)(F)F.CCN(CC)CC
Max |F| in eV/Å: 10.514
HOMO energy in hartree: -0.30019



Record 5
ORCA calculation (ωB97M-V with the def2-TZVPD basis set) on C15H26F6NO3P2Ti as an isolated structure.

```
54
Properties=species:S:1:pos:R:3:lowdin_spin:R:1
Ti -0.0907 -0.1959 0.2886 0.979
P -2.5593 0.1606 0.4737 0.008
P 1.9148 -0.2767 -1.1446 0.013
F -0.8697 3.0066 -0.1027 0.001
F 2.1117 2.0329 3.5001 0.000
F -1.6820 2.9395 1.9545 0.000
F -0.0357 2.2252 3.9445 0.000
F 1.1635 4.0284 3.5075 0.000
F -0.4914 4.6741 1.2867 0.000
O 4.0081 -2.4366 2.8073 0.000
O 0.3687 1.1626 1.4223 -0.022
O -0.1032 -4.3612 2.4649 0.001
N -0.9100 -0.9773 -1.6422 -0.004
C -2.1662 -1.5007 -1.6457 0.001
C -0.6099 -1.8340 -3.8606 0.000
C 0.6847 2.5219 1.6360 -0.001
C -3.2741 -0.0319 2.1179 0.007
C 0.9691 2.7110 3.1699 -0.001
C 1.2335 -0.5567 -2.8160 -0.001
C -3.5526 1.4828 -0.2739 -0.004
C -3.0504 -1.3269 -0.4364 0.007
C -1.8769 -2.3942 -3.8404 0.000
C 1.8477 3.0419 0.8313 0.000
C 2.8049 -1.8287 -0.8177 0.013
C -0.1534 -1.1216 -2.7628 0.001
C -0.5944 3.3220 1.2149 0.000
C 3.2528 0.9157 -1.4363 -0.003
C -2.6708 -2.2138 -2.7208 0.000
H 1.8968 -1.2314 -3.3734 0.000
H -2.2410 -2.9713 -4.6796 0.000
H -4.6315 1.2659 -0.2595 -0.001
H -3.2312 1.6306 -1.3125 0.000
H 0.0765 -1.9707 -4.6993 0.000
H 3.5616 -2.0445 -1.5855 0.002
H 2.8213 1.8575 -1.7992 0.000
H 2.0816 -2.6550 -0.7827 0.000
H 0.1839 -5.2941 2.3942 0.000
H -4.3684 -0.1411 2.1100 0.001
H -2.9988 0.8787 2.6723 0.000
H 1.9827 4.1115 1.0271 0.000
H 4.8490 -2.3307 3.2858 0.000
H -2.8185 -0.9155 2.5825 0.001
H -2.9901 -2.1923 0.2400 0.001
H 1.6186 2.9047 -0.2340 0.000
H -3.3615 2.3947 0.3096 0.000
H 3.7458 1.0733 -0.4680 0.000
H 3.3033 -1.7372 0.1596 0.000
H 2.7653 2.5067 1.1062 0.000
H 3.8550 -1.5408 2.4441 0.000
H 0.7487 -3.8987 2.6345 0.000
H 1.2658 0.3987 -3.3573 0.000
H -3.6921 -2.5956 -2.6426 0.000
H -4.0962 -1.2375 -0.7321 0.001
H 4.0046 0.5650 -2.1599 -0.001
```

## Properties
LUMO energy (spin up / spin down) in eV: -7.8 / -7.5
Expectation value of S²: 0.755
Total charge: +2
E_tot in Ha: -2998.569992
Frontier orbital gap (spin up / spin down) in eV: 8.27 / 8.76
Spin multiplicity: 2
Max |F| in eV/Å: 2.235
HOMO energy (spin up / spin down) in hartree: -0.58895 / -0.59876
ΔE to the lowest compared entry with this formula, charge and spin in kcal per mole: 55.7